ORCA calculation (ωB97M-V/def2-TZVPD) on the molecule C4H9NO2 at a distorted geometry.

The geometry in XYZ format:
```
16
Properties=species:S:1:pos:R:3
C 1.31076 0.11772 2.08843
C 0.92884 0.23275 0.59033
C 1.06137 1.80536 0.07370
N -0.41142 -0.27494 0.44881
C -0.83021 -0.54761 -0.79376
O -0.51758 0.12372 -1.81451
O -1.73867 -1.64986 -0.84309
H 2.40846 -0.00821 2.36217
H 0.99917 0.96872 2.74234
H 0.77437 -0.88580 2.40461
H 1.48716 -0.31886 -0.23390
H 2.02786 2.36163 0.35167
H 1.03077 1.72638 -1.04146
H 0.19659 2.49300 0.47869
H -1.11986 -0.00769 1.11705
H -1.69914 -1.84488 -1.81420
```

## Properties
SMILES = CC(C)NC(=O)O
orbital gap = 10.384 eV
energy relative to the best compared isomer or geometry (same formula, charge and spin) = 39.35 kcal/mol



ORCA calculation (ωB97M-V/def2-TZVPD) on the molecule C4H9NO2 at a distorted geometry.

The geometry in XYZ format:
```
16
Properties=species:S:1:pos:R:3
C -2.48387 0.05148 -0.34735
C -1.03835 0.53421 -0.29278
C -0.23278 -0.26399 0.71756
O 1.13112 0.20423 0.77913
C 1.85717 -0.27680 -0.23004
N 3.14783 0.08490 -0.34142
O 1.44341 -1.04004 -1.09391
H -2.97274 0.14038 0.63039
H -3.06257 0.64033 -1.06449
H -2.53531 -0.99851 -0.65749
H -0.56859 0.42548 -1.27752
H -0.99654 1.59336 -0.01278
H -0.61830 -0.15035 1.73328
H -0.22178 -1.32424 0.44831
H 3.71721 0.63978 0.28421
H 3.35545 -0.49362 -1.15762
```

## Properties
SMILES = CCCOC(N)=O
orbital gap = 11.127 eV
energy relative to the best compared isomer or geometry (same formula, charge and spin) = 14.81 kcal/mol



ORCA calculation (ωB97M-V/def2-TZVPD) on the molecule C4H9NO2.

The geometry in XYZ format:
```
16
Properties=species:S:1:pos:R:3
C 1.97036 0.03981 -0.85855
C 0.50718 0.26829 -0.52268
O -0.17989 0.47628 -1.73173
C -0.11688 -0.89592 0.28137
N -1.03963 -0.42191 1.30871
C -1.98240 0.51619 1.07653
O -2.31182 0.93973 -0.02157
H 2.57737 -0.03060 0.05095
H 2.32593 0.88597 -1.45326
H 2.10651 -0.87538 -1.44419
H 0.43868 1.16220 0.11852
H -1.09365 0.68801 -1.47075
H -0.63103 -1.56425 -0.41909
H 0.64840 -1.47718 0.80492
H -0.83168 -0.62840 2.27258
H -2.44032 0.89473 2.00534
```

## Properties
SMILES = C[C@@H](O)CNC=O
orbital gap = 10.580 eV
energy relative to the best compared isomer or geometry (same formula, charge and spin) = 18.13 kcal/mol



ORCA calculation (ωB97M-V/def2-TZVPD) on a cluster of 2 separate species, C4H9NO2 in total.

The geometry in XYZ format:
```
16
Properties=species:S:1:pos:R:3
C 0.62496 1.87998 1.53929
N -0.08256 1.30134 0.41145
C 0.19346 0.02131 -0.00238
C 0.55414 -0.15337 -1.51007
O 1.04847 0.81387 -2.08079
O 0.26342 -1.31399 -1.91979
C -1.13442 -2.16772 -0.55748
H 0.52210 1.22386 2.40890
H 0.17581 2.84483 1.79149
H 1.69611 2.02536 1.33662
H -0.19492 1.92279 -0.38270
H -0.72075 -0.74666 -0.04307
H 0.91432 -0.48897 0.65020
H -0.42139 -2.97607 -0.65295
H -1.80106 -2.04054 -1.40100
H -1.63772 -2.14602 0.41229
```

## Properties
orbital gap = 7.855 eV
energy relative to the best compared isomer or geometry (same formula, charge and spin) = 113.50 kcal/mol



ORCA calculation (ωB97M-V/def2-TZVPD) on the molecule C4H9NO2.

The geometry in XYZ format:
```
16
Properties=species:S:1:pos:R:3
C -1.74763 0.78468 0.95106
C -1.81429 -0.53446 0.18076
N -0.69563 -0.65301 -0.74625
C 0.54671 -0.52716 -0.18357
O 0.87661 -0.95600 0.90172
O 1.35649 0.16462 -1.01044
C 2.72944 0.12856 -0.64922
H -1.59762 1.62184 0.25779
H -2.66187 0.96338 1.52108
H -0.90101 0.77370 1.64541
H -1.77848 -1.38723 0.86345
H -2.73386 -0.61509 -0.40632
H -0.78665 -0.12464 -1.60366
H 3.23600 0.76818 -1.37105
H 2.88090 0.49222 0.36963
H 3.09088 -0.89961 -0.72037
```

## Properties
SMILES = CCNC(=O)OC
orbital gap = 10.815 eV
energy relative to the best compared isomer or geometry (same formula, charge and spin) = 13.00 kcal/mol



ORCA calculation (ωB97M-V/def2-TZVPD) on the molecule C4H9NO2.

The geometry in XYZ format:
```
16
Properties=species:S:1:pos:R:3
C 0.89891 0.03860 -1.35028
C -0.72604 -0.40802 -0.00226
C 0.04340 -1.05292 1.13199
O -0.84135 -1.24596 2.21312
N -1.20863 0.81673 0.26156
C 0.25785 1.39649 -0.24859
O 1.06364 1.72705 0.60483
H 0.33086 -0.10976 -2.27511
H 1.29129 -0.93156 -1.01489
H 1.79056 0.63148 -1.57603
H -1.19889 -1.05912 -0.74095
H 0.42541 -2.03708 0.84704
H 0.87902 -0.39339 1.39829
H -1.06390 -0.36040 2.53271
H -1.90868 1.10274 -0.41950
H -0.10635 2.01607 -1.07833
```

## Properties
orbital gap = 9.191 eV
energy relative to the best compared isomer or geometry (same formula, charge and spin) = 121.07 kcal/mol



ORCA calculation (ωB97M-V/def2-TZVPD) on the molecule C4H9NO2 at a distorted geometry.

The geometry in XYZ format:
```
16
Properties=species:S:1:pos:R:3
C 2.05459 -0.29674 -1.34558
N 0.79273 0.26656 -0.87080
C 0.54095 0.14072 0.52713
O -0.20302 1.14731 1.11215
C -1.53218 0.92374 0.69702
C -1.70094 -0.58188 0.87138
O -0.39318 -1.07121 0.56700
H 2.14619 -1.38203 -1.17049
H 2.12301 -0.10734 -2.42141
H 2.90984 0.19721 -0.87260
H 0.04530 -0.32481 -1.21997
H 1.50466 0.15905 1.08342
H -2.18724 1.53529 1.31170
H -1.62025 1.19893 -0.36186
H -1.97904 -0.86284 1.89510
H -2.50143 -0.94193 0.19780
```

## Properties
SMILES = CNC1OCCO1
orbital gap = 10.317 eV
energy relative to the best compared isomer or geometry (same formula, charge and spin) = 54.04 kcal/mol



ORCA calculation (ωB97M-V/def2-TZVPD) on the molecule C4H9NO2.

The geometry in XYZ format:
```
16
Properties=species:S:1:pos:R:3
C -1.18539 1.36661 -0.42577
C -0.29265 0.40517 0.35259
C -0.87444 -1.01172 0.29527
O -0.36073 -1.89064 1.25069
N 1.06951 0.52313 -0.18538
C 2.03542 -0.40486 -0.34596
O 1.95764 -1.60192 -0.10330
H -0.74024 2.36563 -0.50799
H -2.15427 1.47433 0.06976
H -1.35728 0.98763 -1.43980
H -0.26231 0.68937 1.41125
H -1.94147 -0.90930 0.51439
H -0.78795 -1.40260 -0.73148
H 0.54649 -2.08554 0.95504
H 1.38359 1.46399 -0.34315
H 2.96407 0.03070 -0.76614
```

## Properties
SMILES = C[C@@H](CO)NC=O
orbital gap = 10.673 eV
energy relative to the best compared isomer or geometry (same formula, charge and spin) = 19.09 kcal/mol



ORCA calculation (ωB97M-V/def2-TZVPD) on the molecule C4H9NO2 at a distorted geometry.

The geometry in XYZ format:
```
16
Properties=species:S:1:pos:R:3
C 0.06869 -0.71535 0.09704
C 1.06908 -0.53381 1.19168
C 0.00374 -2.06063 -0.55887
C -0.38581 1.66546 -0.48116
O -1.53260 2.29512 -1.00108
O 0.17673 2.28472 0.60233
N -0.45796 0.32330 -0.55661
H -1.25232 2.97618 -1.60929
H -0.48853 2.51141 1.27440
H -1.17789 -0.00828 -1.20741
H 0.74524 -1.03801 2.10242
H 0.87285 -2.24289 -1.20337
H 1.23127 0.51520 1.42151
H 2.03097 -0.96999 0.90213
H -0.89286 -2.15835 -1.17032
H -0.01061 -2.84406 0.19660
```

## Properties
orbital gap (alpha / beta) = 7.070 / 6.759 eV
energy relative to the best compared isomer or geometry (same formula, charge and spin) = 83.43 kcal/mol



ORCA calculation (ωB97M-V/def2-TZVPD) on the molecule C4H9NO2 at a distorted geometry.

The geometry in XYZ format:
```
16
Properties=species:S:1:pos:R:3
C 1.00002 1.38675 -0.42771
C 0.34394 0.41077 -1.49490
C 0.21642 -1.00110 -0.95351
O 0.92614 -1.86457 -1.46396
N -0.53892 -1.30389 0.08814
C -1.12594 -0.37365 1.11417
O -0.30968 -0.53563 2.30953
H 0.24874 1.96498 0.10425
H 1.71863 2.02510 -0.93142
H 1.63529 0.71358 0.19731
H -0.63130 0.68591 -1.84005
H 0.95594 0.25443 -2.35727
H -0.56562 -2.18869 0.44620
H -2.20039 -0.61460 1.32601
H -0.94291 0.56561 0.83531
H -0.73034 -0.12501 3.04791
```

## Properties
SMILES = CCC(=O)NCO
orbital gap = 10.071 eV
energy relative to the best compared isomer or geometry (same formula, charge and spin) = 39.26 kcal/mol



ORCA calculation (ωB97M-V/def2-TZVPD) on a structure of composition C4H9NO2.

The geometry in XYZ format:
```
16
Properties=species:S:1:pos:R:3
C 1.48045 1.47201 0.75563
C 0.65368 -0.15542 0.23322
O 0.37296 -0.80712 1.37390
C -0.51775 0.32530 -0.60258
C -1.32788 -0.85593 -1.15833
O -1.63788 -0.91205 -2.33198
N -1.69105 -1.76924 -0.22318
H 0.79666 2.21490 1.18611
H 1.71982 1.73361 -0.27385
H 2.41946 1.40262 1.31978
H 1.49988 -0.53595 -0.36097
H 0.97322 0.39882 1.37762
H -1.17460 0.93010 0.03374
H -0.18996 0.91800 -1.45822
H -2.15175 -2.60570 -0.55015
H -1.22527 -1.75393 0.67927
```

## Properties
orbital gap = 10.316 eV
energy relative to the best compared isomer or geometry (same formula, charge and spin) = 95.19 kcal/mol



ORCA calculation (ωB97M-V/def2-TZVPD) on a structure of composition C4H9NO2 at a distorted geometry.

The geometry in XYZ format:
```
16
Properties=species:S:1:pos:R:3
C -0.84987 0.02027 0.73590
C 1.13751 -1.04303 -0.36638
C 0.37592 0.22872 -0.03001
N -0.94989 0.25091 -1.34115
C 1.11459 1.34369 0.36231
O -1.24563 -1.16186 1.18718
O -1.49465 1.02647 1.28558
H -0.80511 -1.86690 0.69046
H -2.20759 0.68830 1.85007
H -0.87671 -0.32327 -2.17931
H -1.00097 1.23720 -1.57768
H 1.93108 -0.79432 -1.06897
H 0.51653 -1.80292 -0.85314
H 1.59374 -1.47507 0.52773
H 2.13471 1.44981 0.02207
H 0.62635 2.22201 0.75536
```

## Properties
orbital gap = 6.846 eV
energy relative to the best compared isomer or geometry (same formula, charge and spin) = 111.79 kcal/mol



ORCA calculation (ωB97M-V/def2-TZVPD) on the molecule C4H9NO2 at a distorted geometry.

The geometry in XYZ format:
```
16
Properties=species:S:1:pos:R:3
C 1.23615 -0.50644 -1.70754
N -0.12530 0.04973 -1.45956
C -0.46126 0.04973 0.08322
C -0.24014 -1.20692 0.83069
O 0.41205 -2.14907 0.44194
C 0.04084 1.41110 0.59642
O -0.97710 1.99368 1.45685
H 1.29243 -1.55681 -1.57702
H 1.43061 -0.74808 -2.79904
H 1.91969 0.16557 -1.20028
H -0.85754 -0.53494 -1.88592
H -1.55112 0.26064 0.04169
H -0.76453 -1.36216 1.77080
H -0.00430 2.12354 -0.22356
H 1.03509 1.50342 1.06242
H -0.88715 1.82628 2.39713
```

## Properties
SMILES = CN[C@@H](C=O)CO
orbital gap = 9.545 eV
energy relative to the best compared isomer or geometry (same formula, charge and spin) = 78.97 kcal/mol



ORCA calculation (ωB97M-V/def2-TZVPD) on a structure of composition C4H9NO2.

The geometry in XYZ format:
```
16
Properties=species:S:1:pos:R:3
C -0.20801 -1.16396 -1.51256
C -0.01507 -0.78551 -0.05289
C 1.21007 0.16637 0.15087
O 1.75831 0.20652 1.31231
N -1.16415 -0.02785 0.46407
C -0.71521 1.23688 0.91853
O -0.14976 1.35262 2.08146
H -1.10795 -1.77313 -1.65018
H 0.64817 -1.74099 -1.87826
H -0.30178 -0.26365 -2.13404
H 0.17128 -1.67460 0.55826
H 1.88555 0.28197 -0.71428
H 0.42910 1.27084 0.05084
H 0.77338 0.74241 2.02023
H -1.88835 0.07619 -0.23778
H -1.32557 2.09589 0.62340
```

## Properties
orbital gap = 10.052 eV
energy relative to the best compared isomer or geometry (same formula, charge and spin) = 79.80 kcal/mol



ORCA calculation (ωB97M-V/def2-TZVPD) on the molecule C4H9NO2 at a distorted geometry.

The geometry in XYZ format:
```
16
Properties=species:S:1:pos:R:3
O 0.28328 -1.79791 -1.05234
C -0.26722 -1.34945 0.14843
C 1.05946 -0.37684 0.82812
O 0.48010 0.86766 1.10177
C 0.03098 1.50761 -0.08240
C -1.03478 0.66123 -0.82837
N -1.38952 -0.51751 -0.05010
H 1.08755 -1.34536 -0.75243
H -0.54058 -2.17429 0.82391
H 2.04490 -0.15978 0.28118
H 1.40397 -0.81224 1.77077
H 0.88745 1.73910 -0.73813
H -0.39786 2.45082 0.26063
H -0.66661 0.29817 -1.79258
H -1.94047 1.24182 -1.02492
H -1.79236 -0.28406 0.85081
```

## Properties
SMILES = O[C@H]1COCCN1
orbital gap = 9.721 eV
energy relative to the best compared isomer or geometry (same formula, charge and spin) = 74.19 kcal/mol



ORCA calculation (ωB97M-V/def2-TZVPD) on the molecule C4H9NO2 at a distorted geometry.

The geometry in XYZ format:
```
16
Properties=species:S:1:pos:R:3
C -1.92158 0.86543 0.78854
C -1.84632 -0.53124 0.17920
N -0.57021 -0.72239 -0.50151
C 0.66630 -0.85318 0.05669
O 1.06419 -1.31652 1.09591
O 1.45696 -0.30856 -0.95957
C 2.72811 0.21628 -0.67956
H -1.62069 1.59821 0.03105
H -2.92842 1.12462 1.13117
H -1.22925 0.94646 1.63245
H -2.01318 -1.30808 0.93539
H -2.63047 -0.66341 -0.57601
H -0.29578 -0.09432 -1.26302
H 3.35415 0.02318 -1.55426
H 2.66993 1.30342 -0.52262
H 3.11625 -0.27988 0.20614
```

## Properties
SMILES = CCNC(=O)OC
orbital gap = 10.698 eV
energy relative to the best compared isomer or geometry (same formula, charge and spin) = 25.96 kcal/mol



ORCA calculation (ωB97M-V/def2-TZVPD) on the molecule C4H9NO2.

The geometry in XYZ format:
```
16
Properties=species:S:1:pos:R:3
C 1.78201 -1.87910 -0.58487
C 1.16955 -0.58962 -1.11919
N -0.16307 -0.33859 -0.60552
C -0.39084 0.52763 0.41410
O 0.46101 1.11466 1.05028
O -1.72795 0.64917 0.61457
C -2.12951 1.82655 1.30824
H 1.14169 -2.73684 -0.81940
H 2.76829 -2.05140 -1.03031
H 1.89542 -1.82008 0.50201
H 1.78789 0.27092 -0.84550
H 1.10675 -0.61874 -2.21333
H -0.96974 -0.71037 -1.08116
H -3.13230 1.63429 1.69552
H -1.43160 2.05988 2.11590
H -2.16759 2.66164 0.59864
```

## Properties
SMILES = CCNC(=O)OC
orbital gap = 10.663 eV
energy relative to the best compared isomer or geometry (same formula, charge and spin) = 11.33 kcal/mol



ORCA calculation (ωB97M-V/def2-TZVPD) on the molecule C4H9NO2.

The geometry in XYZ format:
```
16
Properties=species:S:1:pos:R:3
C -2.09214 0.44598 0.99298
O -1.30446 -0.48097 0.28983
C -0.63914 0.09003 -0.81705
C 0.62684 -0.71751 -1.04997
N 1.43971 -0.75558 0.14980
C 2.37036 0.20543 0.39704
O 2.74005 1.04071 -0.40580
H -1.47472 1.26400 1.39665
H -2.87631 0.88573 0.35890
H -2.56104 -0.08817 1.82264
H -0.36393 1.13488 -0.60654
H -1.28346 0.07816 -1.71086
H 1.22470 -0.26671 -1.84491
H 0.37206 -1.74260 -1.33712
H 1.03462 -1.22885 0.94443
H 2.78689 0.13549 1.41997
```

## Properties
SMILES = COCCNC=O
orbital gap = 10.687 eV
energy relative to the best compared isomer or geometry (same formula, charge and spin) = 30.83 kcal/mol



ORCA calculation (ωB97M-V/def2-TZVPD) on the molecule C4H9NO2 at a distorted geometry.

The geometry in XYZ format:
```
16
Properties=species:S:1:pos:R:3
C 0.85388 -0.17711 -1.65501
N 0.94005 -0.19174 -0.17446
O 1.26529 -1.54308 0.15471
C -0.34720 0.14728 0.38843
C -0.52339 1.59647 0.74092
C -1.16019 -0.88142 1.00456
O -1.44735 -0.42151 -0.31048
H 0.06876 -0.74920 -2.21579
H 0.79672 0.86484 -1.96673
H 1.81886 -0.58487 -1.90129
H 2.09824 -1.48729 0.63873
H 0.17862 1.88042 1.52447
H -1.54581 1.77607 1.08435
H -0.35133 2.23303 -0.12971
H -0.75711 -1.88470 1.06964
H -1.88804 -0.57717 1.74767
```

## Properties
SMILES = CN(O)[C@]1(C)CO1
orbital gap = 10.460 eV
energy relative to the best compared isomer or geometry (same formula, charge and spin) = 93.30 kcal/mol



ORCA calculation (ωB97M-V/def2-TZVPD) on the molecule C4H9NO2 at a distorted geometry.

The geometry in XYZ format:
```
16
Properties=species:S:1:pos:R:3
N -0.22016 -1.79934 0.14561
C -0.75846 -0.82053 -0.76634
C -1.14556 0.50249 -0.04952
C -0.03639 0.96995 0.93790
C 1.36228 0.78644 0.39686
O 2.24266 0.09347 0.81060
O 1.46655 1.40706 -0.82993
H 0.73139 -2.07879 -0.03658
H -0.78379 -2.61730 0.30343
H -0.04895 -0.56680 -1.55111
H -1.69208 -1.15555 -1.21430
H -1.29741 1.34780 -0.71810
H -1.99140 0.22544 0.57108
H -0.16780 1.96377 1.34051
H -0.05514 0.23286 1.74103
H 2.39425 1.50902 -1.08116
```

## Properties
SMILES = NCCCC(=O)O
orbital gap = 9.913 eV
energy relative to the best compared isomer or geometry (same formula, charge and spin) = 20.95 kcal/mol